1 | This record from the OMol25 dataset describes an isolated molecule of C4H9N3O. The level of theory is wB97M-V/def2-TZVPD.

Last column: Mulliken charge in e.
Geometry (Å):
C -0.9428 2.0736 0.0535  -1.02
C -0.4323 0.8318 -0.5896  -0.27
C 0.6515 0.0792 -0.0782  0.48
N 1.8705 0.5777 0.3972  -0.50
C 0.3031 -1.2710 -0.1966  0.15
N 1.1318 -2.3526 -0.3550  -0.42
N -1.0204 -1.4127 -0.5330  -0.64
O -1.8683 -1.0909 0.5906  -0.36
H -1.8859 1.7993 0.5491  0.23
H -0.2789 2.4522 0.8340  0.32
H -1.1197 2.8799 -0.6622  0.32
H -0.7979 0.6447 -1.5912  0.40
H 1.9634 1.5825 0.3533  0.22
H 2.2783 0.0806 1.1792  0.21
H 0.7562 -3.2414 -0.0613  0.28
H 2.1129 -2.2101 -0.1692  0.25
H -2.7214 -1.4229 0.2793  0.35

Results
- HOMO energy (spin up / spin down) (eV) = -7.41 / -7.43
- Kohn-Sham gap (spin up / spin down) (hartree) = 0.2948 / 0.2952
- molar mass (g/mol) = 115.14
- net charge = 0
- LUMO (spin up / spin down) (eV) = 0.611 / 0.608
- SMILES = C/C=C(N)/C(N)=N\O


2 | This record from the OMol25 dataset describes an isolated molecule of C4H9N3O. The level of theory is wB97M-V/def2-TZVPD.

Last column: Mulliken charge in e.
Geometry (Å):
C 1.4690 1.2833 -0.6118  -0.92
N 0.2461 1.4945 0.2319  -0.43
C -0.8276 0.9224 -0.5257  -0.79
C -0.9953 -0.6369 -0.3563  0.44
N -1.7156 -0.7342 0.9374  -0.22
N -1.0751 -1.3990 1.7263  -0.23
C 0.0352 -2.0267 1.0392  -0.22
O 0.1272 -1.4825 -0.2446  -0.38
H 2.3711 1.2718 0.0257  0.33
H 1.5215 0.2032 -0.9805  0.28
H 1.4916 2.0521 -1.4646  0.33
H 0.3556 2.5214 0.4821  0.30
H -0.5078 1.0778 -1.6178  0.35
H -1.7898 1.4622 -0.2118  0.40
H -1.8100 -1.0210 -1.1833  0.28
H -0.0306 -3.1226 1.1881  0.26
H 1.1345 -1.8658 1.5657  0.21

Results
- HOMO energy (eV) = -8.98
- Kohn-Sham gap (hartree) = 0.3634
- molar mass (g/mol) = 115.14
- net charge = 0
- LUMO (eV) = 0.908
- SMILES = CNC[C@@H]1N=NCO1


3 | This record from the OMol25 dataset describes a cluster of 2 separate species, C4H9N3O in total. The level of theory is wB97M-V/def2-TZVPD.

Last column: Mulliken charge in e.
Geometry (Å):
C 1.7657 -0.2950 0.5790  -0.98
C 0.5101 1.4269 -0.5713  -1.04
N 0.7510 0.0139 -0.4067  0.05
C -1.4471 -0.2136 1.8779  -0.21
C -0.1863 -0.9124 -0.7627  0.92
O 0.1268 -2.1746 -0.3856  -0.55
N -2.3963 0.3727 1.5782  -0.10
N -1.2721 -0.7707 -1.4189  -0.85
H -0.5928 -2.7382 -0.7078  0.33
H -3.2267 0.8391 1.2856  0.31
H -1.4942 0.1772 -1.6966  0.18
H 1.8516 -1.3758 0.6776  0.30
H 2.7258 0.1204 0.2507  0.33
H 0.0911 1.8748 0.3392  0.32
H 1.4631 1.9142 -0.7917  0.28
H -0.1739 1.6075 -1.4035  0.36
H 1.5043 0.1335 1.5564  0.33

Results
- HOMO energy (eV) = -8.59
- Kohn-Sham gap (hartree) = 0.3513
- molar mass (g/mol) = 115.14
- net charge = 0
- LUMO (eV) = 0.975


4 | This record from the OMol25 dataset describes an isolated molecule of C4H9N3O. The level of theory is wB97M-V/def2-TZVPD.

Last column: Mulliken charge in e.
Geometry (Å):
N 0.5712 -0.4435 -2.2731  -0.53
C -0.3166 -0.2195 -1.2032  -0.08
O -0.6108 -1.4030 -0.3132  -0.49
C -0.2569 -0.6957 0.8421  0.61
N -1.0055 -0.9300 1.9902  -0.62
C 1.1463 -0.2067 0.7997  -0.78
C 0.1660 0.6112 -0.0227  0.21
N -0.1317 1.9646 0.2717  -0.58
H 0.2105 -1.1216 -2.9334  0.24
H 1.4842 -0.7414 -1.9510  0.24
H -1.2845 0.1150 -1.5940  0.27
H -0.7539 -0.3152 2.7525  0.24
H -2.0032 -0.9247 1.8134  0.25
H 1.4806 0.3053 1.6904  0.30
H 1.9052 -0.8031 0.3086  0.19
H 0.4896 2.6017 -0.2156  0.26
H -1.0903 2.2067 0.0374  0.27

Results
- HOMO energy (eV) = -7.66
- Kohn-Sham gap (hartree) = 0.3161
- molar mass (g/mol) = 115.14
- net charge = 0
- LUMO (eV) = 0.946
- SMILES = N[C@H]1O[C@@]2(N)C[C@@]12N


Energies, relative to the best one, in hartree: 1 0.1044; 2 0.0723; 3 0.0000; 4 0.0126.